A | Below is a structure of composition C23H32N8O2, with properties calculated with ωB97M-V/def2-TZVPD.

Values from the calculation:
E_HOMO ... -8.358 eV
LUMO energy ... 0.42 eV
Gap between HOMO and LUMO ... 8.780 eV

ORCA input file:
```
! wB97M-V def2-TZVPD RIJCOSX def2/J DEFGRID3
* xyz 0 1
C 4.560 -2.391 1.488
O -0.961 0.479 -4.064
H -1.808 -0.027 1.733
H 4.443 -2.749 0.453
C 2.725 -0.311 -0.122
C -3.595 0.865 -1.853
O -3.892 1.333 -4.069
H -4.801 1.170 -1.820
H 2.888 -4.808 1.375
C -1.808 0.133 -0.314
H -0.429 -2.319 -0.031
H -2.252 2.277 -5.211
H 2.687 1.524 -1.357
H -2.069 3.605 0.685
N 1.995 -0.733 1.172
H 1.709 -2.740 0.667
H -2.312 4.213 -1.492
H 1.885 -0.583 -0.915
C 3.062 -4.370 2.533
C -1.208 -2.010 0.813
C -1.140 -0.115 -1.717
H 2.167 -0.212 3.314
H 0.887 1.639 2.383
C -1.254 3.624 -1.232
H 2.079 -4.524 2.823
H 2.380 2.195 2.528
C 1.716 1.462 2.160
C 1.961 -2.423 1.451
C 0.266 0.023 -3.872
H -2.870 0.593 -5.730
H 3.785 1.514 0.164
H 3.900 -4.796 2.823
H 0.921 0.638 -3.230
N 0.815 2.412 -1.441
H 0.941 0.392 -5.094
C 2.813 1.151 -0.063
H 4.647 -1.381 1.580
H -3.868 1.873 -5.693
C 3.215 -2.898 2.179
C -3.136 0.483 -0.446
C -1.242 3.405 0.177
C -1.227 -0.368 0.943
N 1.748 1.861 0.582
H 3.380 -2.369 3.349
H -0.262 3.191 -2.976
H 5.463 -3.073 1.934
H -3.857 0.532 0.426
H -2.227 -2.178 0.997
C 2.412 0.360 2.315
C 0.628 2.272 -0.056
C -1.668 0.317 -2.881
C -0.343 3.108 -1.932
H 3.477 0.333 2.619
N -0.459 -2.653 4.291
H 0.492 -0.909 -3.677
H -0.090 -0.422 -1.700
N -0.517 -2.253 2.265
N -0.480 2.725 0.790
N 0.837 -2.563 4.014
H -0.162 0.156 0.867
C -3.202 1.549 -5.200
N -1.230 -2.412 3.445
C 0.909 -2.421 2.476
H 3.401 -1.016 -0.325
C -3.038 0.891 -2.946
*
```

List of Löwdin charges in e, atom by atom:
1. C -0.053
2. O -0.099
3. H 0.089
4. H 0.072
5. C -0.166
6. C -0.058
7. O -0.048
8. H 0.184
9. H 0.150
10. C -0.239
11. H 0.158
12. H 0.151
13. H 0.201
14. H 0.077
15. N -0.016
16. H 0.020
17. H 0.179
18. H 0.127
19. C -0.047
20. C 0.043
21. C 0.039
22. H 0.155
23. H -0.002
24. C -0.088
25. H 0.038
26. H 0.139
27. C -0.105
28. C -0.134
29. C -0.184
30. H 0.126
31. H 0.104
32. H 0.020
33. H 0.062
34. N 0.116
35. H 0.200
36. C -0.199
37. H 0.010
38. H -0.025
39. C -0.393
40. C -0.003
41. C -0.226
42. C -0.152
43. N 0.004
44. H 0.193
45. H 0.099
46. H 0.136
47. H 0.126
48. H 0.087
49. C -0.185
50. C -0.267
51. C -0.188
52. C -0.170
53. H 0.124
54. N -0.149
55. H 0.023
56. H 0.076
57. N -0.051
58. N 0.170
59. N 0.062
60. H 0.119
61. C -0.153
62. N -0.013
63. C -0.117
64. H 0.043
65. C -0.192

B | Below is the molecule C23H32N8O2, with properties calculated with ωB97M-V/def2-TZVPD.

Values from the calculation:
E_HOMO ... -7.920 eV
Structure (SMILES) ... COc1ccc(CCn2nnnc2[C@H](C(C)C)N2CCN(c3ncccn3)CC2)cc1OC
LUMO energy ... 0.57 eV
Gap between HOMO and LUMO ... 8.493 eV

ORCA input file:
```
! wB97M-V def2-TZVPD RIJCOSX def2/J DEFGRID3
* xyz 0 1
C 2.604 0.092 1.355
H 8.018 -0.916 1.722
H 3.288 0.955 1.415
H -7.441 -2.368 -1.658
H 3.816 -0.867 -2.136
C -5.161 -2.405 0.007
N 6.154 -1.009 0.916
H 4.193 -1.269 1.946
C -4.470 2.319 0.164
H -2.839 0.526 0.890
C -1.561 -1.836 1.045
H -1.226 -1.104 1.783
H -0.949 -2.524 -0.917
H 2.041 0.026 2.289
C -3.846 -2.644 0.381
H -0.873 2.660 2.133
H 0.499 3.205 -1.354
C -3.492 -0.293 0.629
C -0.461 0.762 -0.619
C -0.681 -1.732 -0.215
N 4.101 -1.153 -0.111
H 2.774 -2.055 1.195
O -5.330 1.207 0.100
H 2.195 3.069 -0.867
C -7.805 -1.796 -0.798
H -7.991 -2.478 0.039
C 7.459 -0.876 0.795
H 0.077 0.684 1.399
H 7.629 -0.504 -2.537
H -4.055 2.454 1.169
N -1.042 1.578 -1.470
C -4.789 -0.032 0.227
H 0.378 -1.794 0.050
N 5.939 -0.781 -1.442
C 1.201 3.357 -0.539
N -1.818 0.831 -2.246
C 0.756 2.573 0.692
N 1.680 0.201 0.245
H -0.358 4.229 1.519
C -5.647 -1.113 -0.080
C -3.005 -1.597 0.701
H -5.086 3.181 -0.085
C 8.086 -0.691 -0.430
H 1.535 2.650 1.461
C 5.431 -0.963 -0.214
H 2.537 -1.800 -1.307
H -5.795 -3.245 -0.229
C 0.522 1.059 0.463
H 3.118 1.182 -0.977
C 3.436 -1.183 1.168
H -3.485 -3.661 0.424
O -6.912 -0.770 -0.443
C 7.246 -0.650 -1.534
H -8.734 -1.296 -1.066
N -0.903 -0.492 -0.896
H 9.153 -0.583 -0.516
C 3.215 -0.943 -1.230
H 1.224 4.418 -0.298
H -1.308 3.161 0.489
H -1.428 -2.833 1.467
N -1.748 -0.390 -1.922
C 2.409 0.340 -1.002
H -3.655 2.238 -0.563
H 1.708 0.497 -1.823
C -0.529 3.191 1.246
*
```

List of Löwdin charges in e, atom by atom:
1. C -0.150
2. H 0.107
3. H 0.129
4. H 0.097
5. H 0.111
6. C -0.010
7. N 0.121
8. H 0.109
9. C -0.077
10. H 0.105
11. C -0.114
12. H 0.107
13. H 0.133
14. H 0.128
15. C -0.046
16. H 0.078
17. H 0.062
18. C 0.016
19. C -0.270
20. C -0.113
21. N -0.064
22. H 0.124
23. O -0.057
24. H 0.060
25. C -0.086
26. H 0.095
27. C -0.138
28. H 0.138
29. H 0.108
30. H 0.092
31. N 0.078
32. C -0.188
33. H 0.104
34. N 0.123
35. C -0.063
36. N -0.022
37. C -0.352
38. N -0.137
39. H 0.080
40. C -0.198
41. C -0.248
42. H 0.096
43. C -0.068
44. H 0.131
45. C -0.358
46. H 0.124
47. H 0.103
48. C -0.228
49. H 0.119
50. C -0.129
51. H 0.112
52. O -0.063
53. C -0.137
54. H 0.094
55. N -0.061
56. H 0.091
57. C -0.122
58. H 0.080
59. H 0.063
60. H 0.118
61. N 0.065
62. C -0.144
63. H 0.078
64. H 0.131
65. C -0.068

Which structure is the least stable? The one labeled A.

A | Below is a structure of composition C5H3NO, with properties calculated with ωB97M-V/def2-TZVPD.

Values from the calculation:
E_HOMO ... -9.576 eV
LUMO energy ... 0.00 eV
Gap between HOMO and LUMO ... 9.574 eV

ORCA input file:
```
! wB97M-V def2-TZVPD RIJCOSX def2/J DEFGRID3
* xyz 0 1
N 3.027 -0.758 -0.145
C 1.934 -0.381 -0.067
H -2.589 -1.166 -0.431
C -0.757 -0.065 -0.035
C -1.535 -1.125 -0.170
O -1.023 1.397 0.164
H 0.904 2.408 0.464
C 0.335 1.511 0.263
C 0.674 0.230 0.065
H -0.968 -2.051 -0.107
*
```

List of Löwdin charges in e, atom by atom:
1. N 0.149
2. C -0.175
3. H 0.079
4. C -0.226
5. C 0.122
6. O 0.033
7. H 0.144
8. C -0.034
9. C -0.176
10. H 0.083

B | Below is the molecule C5H3NO, with properties calculated with ωB97M-V/def2-TZVPD.

Values from the calculation:
E_HOMO ... -8.569 eV
LUMO energy ... 0.62 eV
Gap between HOMO and LUMO ... 9.189 eV

ORCA input file:
```
! wB97M-V def2-TZVPD RIJCOSX def2/J DEFGRID3
* xyz 0 1
H -1.278 -2.337 -0.337
N -1.809 -0.437 -0.854
C -1.058 -1.285 -0.232
C 1.219 -0.299 0.147
O -1.289 0.854 -0.537
C 1.885 0.695 -0.191
C -0.360 0.698 0.370
C -0.069 -0.671 0.617
H 2.724 1.295 0.028
H -0.181 1.547 1.020
*
```

List of Löwdin charges in e, atom by atom:
1. H 0.121
2. N 0.109
3. C -0.115
4. C -0.105
5. O 0.012
6. C 0.126
7. C -0.174
8. C -0.171
9. H 0.038
10. H 0.160

Which structure is the least stable? The one labeled B.

A | Below is the molecule C5H3NO, with properties calculated with ωB97M-V/def2-TZVPD.

Values from the calculation:
E_HOMO ... -9.660 eV
Structure (SMILES) ... N#Cc1ccoc1
LUMO energy ... 0.79 eV
Gap between HOMO and LUMO ... 10.446 eV

ORCA input file:
```
! wB97M-V def2-TZVPD RIJCOSX def2/J DEFGRID3
* xyz 0 1
C 2.036 -0.214 -0.094
C -0.456 -0.960 -0.297
C 0.623 -0.076 0.054
C -1.583 -0.233 -0.124
N 3.183 -0.214 -0.255
C 0.047 1.090 0.450
O -1.290 1.016 0.336
H -2.626 -0.451 -0.301
H 0.490 1.982 0.870
H -0.395 -1.994 -0.607
*
```

List of Löwdin charges in e, atom by atom:
1. C -0.174
2. C -0.009
3. C -0.225
4. C -0.099
5. N 0.148
6. C -0.058
7. O 0.025
8. H 0.128
9. H 0.145
10. H 0.118

B | Below is the molecule C5H3NO, with properties calculated with ωB97M-V/def2-TZVPD.

Values from the calculation:
E_HOMO ... -9.088 eV
Structure (SMILES) ... C#CC(=C=N)C=O
LUMO energy ... 0.29 eV
Gap between HOMO and LUMO ... 9.377 eV

ORCA input file:
```
! wB97M-V def2-TZVPD RIJCOSX def2/J DEFGRID3
* xyz 0 1
C -0.431 1.571 -0.056
C 2.439 -0.633 -0.224
H 0.443 2.243 -0.157
C -1.088 -0.737 0.027
H 3.462 -0.931 -0.286
C -0.078 0.132 -0.068
H -2.441 -1.839 0.862
O -1.560 1.993 0.056
N -2.028 -1.494 -0.001
C 1.281 -0.303 -0.154
*
```

List of Löwdin charges in e, atom by atom:
1. C -0.237
2. C 0.126
3. H 0.129
4. C -0.070
5. H 0.029
6. C -0.221
7. H 0.102
8. O 0.043
9. N 0.221
10. C -0.122

C | Below is the molecule C5H3NO, with properties calculated with ωB97M-V/def2-TZVPD.

Values from the calculation:
E_HOMO ... -9.479 eV
Structure (SMILES) ... N#Cc1ccco1
LUMO energy ... 0.07 eV
Gap between HOMO and LUMO ... 9.546 eV

ORCA input file:
```
! wB97M-V def2-TZVPD RIJCOSX def2/J DEFGRID3
* xyz 0 1
C 0.013 -0.438 -0.864
C 1.257 -0.206 0.954
H -0.344 -0.846 -1.800
C -0.462 0.579 -0.121
H 1.981 -0.104 1.756
N -2.647 1.891 -0.421
C 1.083 -1.046 -0.132
C -1.651 1.331 -0.250
O 0.340 0.775 0.963
H 0.432 -1.936 -0.084
*
```

List of Löwdin charges in e, atom by atom:
1. C -0.048
2. C -0.078
3. H 0.129
4. C -0.292
5. H 0.131
6. N 0.167
7. C -0.077
8. C -0.135
9. O 0.063
10. H 0.140

D | Below is the molecule C5H3NO, with properties calculated with ωB97M-V/def2-TZVPD.

Values from the calculation:
E_HOMO ... -9.214 eV
LUMO energy ... -1.28 eV
Gap between HOMO and LUMO ... 7.933 eV

ORCA input file:
```
! wB97M-V def2-TZVPD RIJCOSX def2/J DEFGRID3
* xyz 0 1
O 0.257 0.699 0.971
H 1.986 -0.015 1.796
N -2.565 1.922 -0.521
H -0.094 -1.567 -0.114
C -0.486 0.460 -0.079
C 1.366 -1.040 -0.123
C 1.314 -0.190 0.967
C -1.629 1.275 -0.302
H -0.220 -0.903 -1.804
C 0.071 -0.640 -0.791
*
```

List of Löwdin charges in e, atom by atom:
1. O 0.080
2. H 0.111
3. N 0.185
4. H 0.180
5. C -0.272
6. C -0.026
7. C -0.137
8. C -0.107
9. H 0.132
10. C -0.146

Which structure is the least stable? The one labeled D.

A | Below is a structure of composition C5H3NO, with properties calculated with ωB97M-V/def2-TZVPD.

Values from the calculation:
E_HOMO ... -8.823 eV
LUMO energy ... -0.53 eV
Gap between HOMO and LUMO ... 8.295 eV

ORCA input file:
```
! wB97M-V def2-TZVPD RIJCOSX def2/J DEFGRID3
* xyz 0 1
H 0.783 2.296 0.392
C -0.427 -0.655 -0.170
N 3.111 -0.761 -0.028
H -2.697 -0.935 -0.249
C 0.695 0.129 -0.004
C -1.636 -0.941 -0.116
O -1.113 1.647 0.247
C 0.096 1.452 0.235
H -0.852 -1.923 -0.286
C 2.040 -0.309 -0.022
*
```

List of Löwdin charges in e, atom by atom:
1. H 0.133
2. C -0.098
3. N 0.129
4. H 0.107
5. C -0.203
6. C 0.184
7. O -0.004
8. C -0.237
9. H 0.207
10. C -0.218

B | Below is the molecule C5H3NO, with properties calculated with ωB97M-V/def2-TZVPD.

Values from the calculation:
E_HOMO ... -9.389 eV
Structure (SMILES) ... C#Cc1cnoc1
LUMO energy ... 0.87 eV
Gap between HOMO and LUMO ... 10.261 eV

ORCA input file:
```
! wB97M-V def2-TZVPD RIJCOSX def2/J DEFGRID3
* xyz 0 1
C 0.004 -0.321 0.140
H -0.849 -2.220 -0.816
H 3.310 1.094 -0.122
C -0.952 -1.210 -0.438
N -2.143 -0.674 -0.456
H -0.467 1.674 0.968
O -2.019 0.568 0.129
C 2.456 0.472 0.008
C 1.417 -0.132 0.099
C -0.756 0.749 0.489
*
```

List of Löwdin charges in e, atom by atom:
1. C -0.229
2. H 0.123
3. H 0.031
4. C -0.083
5. N 0.070
6. H 0.148
7. O -0.020
8. C 0.122
9. C -0.092
10. C -0.070

Which structure is the least stable? The one labeled A.

A | Below is the molecule C5H3NO, with properties calculated with ωB97M-V/def2-TZVPD.

Values from the calculation:
E_HOMO ... -10.683 eV
Structure (SMILES) ... C#CCC(=O)C#N
LUMO energy ... -0.57 eV
Gap between HOMO and LUMO ... 10.117 eV

ORCA input file:
```
! wB97M-V def2-TZVPD RIJCOSX def2/J DEFGRID3
* xyz 0 1
C -0.129 -1.004 -0.474
C 1.146 -0.319 -0.287
O -2.427 -0.402 -0.079
C -0.867 1.147 0.715
H 2.673 1.247 0.313
H -0.361 -1.217 -1.525
N -0.578 2.148 1.219
C -1.266 -0.121 0.046
H -0.178 -1.964 0.057
C 1.987 0.485 0.014
*
```

List of Löwdin charges in e, atom by atom:
1. C -0.123
2. C -0.150
3. O 0.135
4. C -0.121
5. H 0.045
6. H 0.135
7. N 0.190
8. C -0.371
9. H 0.136
10. C 0.124

B | Below is the molecule C5H3NO, with properties calculated with ωB97M-V/def2-TZVPD.

Values from the calculation:
E_HOMO ... -9.192 eV
Structure (SMILES) ... C#Cc1cnoc1
LUMO energy ... 0.81 eV
Gap between HOMO and LUMO ... 10.007 eV

ORCA input file:
```
! wB97M-V def2-TZVPD RIJCOSX def2/J DEFGRID3
* xyz 0 1
H -0.231 1.528 1.058
H 2.872 1.385 -0.258
C 2.286 0.540 0.015
N -2.023 -0.503 -0.654
C 1.438 -0.297 0.214
C -0.595 0.670 0.518
C 0.024 -0.524 0.311
O -1.773 0.722 -0.066
C -0.977 -1.246 -0.408
H -1.022 -2.275 -0.730
*
```

List of Löwdin charges in e, atom by atom:
1. H 0.147
2. H 0.037
3. C 0.110
4. N 0.074
5. C -0.083
6. C -0.095
7. C -0.216
8. O -0.007
9. C -0.088
10. H 0.120

Which structure is the least stable? The one labeled B.